(1)
ORCA calculation (the ωB97M-V functional and the def2-TZVPD basis) on a 2-piece molecular cluster, C18H15F7N overall in a non-equilibrium geometry.

Each line ends with the Mulliken charge.
Positions of all 41 atoms, in Å:
F 1.05 0.01 4.48  -0.28
C 1.84 0.15 3.35  0.29
C 3.15 -0.32 3.41  -0.54
C 3.91 -0.15 2.26  0.40
F 5.19 -0.66 2.24  -0.28
C 3.44 0.49 1.13  -0.82
C 2.12 1.05 1.12  1.18
C 1.79 1.88 0.01  -0.60
C 0.52 2.35 -0.44  1.20
C 0.43 2.75 -1.81  -0.82
C -0.74 3.32 -2.28  0.32
F -0.76 3.79 -3.58  -0.29
C -1.89 3.47 -1.50  -0.61
C -1.78 3.06 -0.18  0.24
F -2.86 3.27 0.65  -0.31
C -0.64 2.50 0.38  -0.73
C 1.28 0.75 2.23  -0.66
H 3.54 -0.82 4.29  0.51
H 4.06 0.58 0.23  0.47
H 2.61 2.03 -0.71  0.26
H 1.29 2.59 -2.46  0.49
H -2.80 3.90 -1.90  0.51
H -0.63 2.23 1.43  0.37
H 0.22 0.97 2.21  0.49
C 4.51 5.35 1.42  -0.62
C 3.67 4.14 1.86  -0.33
N 2.39 4.34 1.30  -0.16
C 2.26 5.46 0.45  0.21
C 1.01 6.27 0.75  0.65
F 0.71 7.11 -0.29  -0.28
F -0.07 5.45 0.93  -0.21
F 1.14 7.02 1.88  -0.27
C 3.59 6.24 0.58  -0.65
H 4.87 5.89 2.31  0.30
H 5.37 5.03 0.82  0.29
H 4.14 3.20 1.50  0.08
H 3.63 4.05 2.96  0.34
H 1.59 3.80 1.60  0.17
H 2.12 5.12 -0.58  0.14
H 3.40 7.20 1.07  0.27
H 3.99 6.41 -0.42  0.30

Summary:
HOMO energy: -12.29 eV
LUMO level: -0.243 Eh
charge: +1

(2)
ORCA calculation (the ωB97M-V functional and the def2-TZVPD basis) on one molecule with the formula C18H15FN2O3S2 in a non-equilibrium geometry.

Each line ends with the Mulliken charge.
Positions of all 41 atoms, in Å:
O -3.34 -0.97 3.68  -0.47
C -2.73 -0.78 2.75  0.33
N -3.34 -0.02 1.65  -0.08
C -2.62 0.32 0.43  0.21
N -1.48 -0.14 -0.13  -0.12
C -1.23 0.25 -1.42  -0.68
C -2.00 1.19 -1.74  0.62
S -3.29 1.77 -0.55  -0.17
H -2.10 2.08 -2.68  0.11
C -0.20 -0.21 -2.14  0.26
C 0.10 0.41 -3.49  -1.00
C 1.30 0.00 -4.20  -1.17
C 2.08 -1.16 -3.51  0.49
C 1.37 -1.96 -2.51  -0.63
C 0.43 -1.28 -1.80  0.62
H 0.07 -2.04 -0.95  -0.05
H 2.07 -2.90 -2.06  0.23
F 3.02 -1.85 -4.29  -0.32
H 1.56 0.48 -4.90  0.81
H -0.25 1.22 -3.72  0.59
H -3.98 0.54 1.78  0.14
C -1.38 -1.66 2.26  0.00
C -0.47 -1.03 3.39  -1.34
H -0.84 -1.17 4.37  0.59
H 0.46 -1.27 3.34  0.83
S -0.06 0.79 3.15  1.06
O 1.01 1.26 4.22  -0.67
O -1.40 1.49 2.81  -0.53
C 0.99 0.70 1.50  0.38
C 2.00 -0.10 1.36  -0.66
C 2.64 0.17 0.10  -0.16
C 2.49 1.23 -0.78  -0.97
C 1.33 1.96 -0.49  0.25
C 0.75 1.84 0.69  -0.83
H -0.13 2.47 0.88  0.33
H 0.94 2.75 -1.26  0.27
H 3.03 1.40 -1.64  0.60
H 3.51 -0.82 -0.03  0.09
H 2.21 -0.81 2.00  0.77
H -1.57 -2.67 2.39  0.46
H -0.95 -1.47 1.52  -0.18

Summary:
SMILES: O=C(CCS(=O)(=O)c1ccccc1)Nc1nc(-c2ccc(F)cc2)cs1
HOMO energy: -8.43 eV
LUMO level: -0.012 Eh
charge: 0

(3)
ORCA calculation (the ωB97M-V functional and the def2-TZVPD basis) on C18H15MnN2O2STe4 as an isolated structure in a non-equilibrium geometry.

Each line ends with the Löwdin spin population.
Positions of all 43 atoms, in Å:
Mn 0.82 -1.06 -2.56  2.94
O 1.49 3.18 -2.53  0.00
C 0.99 2.08 -2.63  0.00
O 1.73 0.98 -2.58  0.01
C -0.45 1.77 -2.82  0.01
C -1.41 2.76 -2.93  0.00
C -2.73 2.38 -3.08  0.00
C -3.04 1.03 -3.12  0.00
C -2.02 0.10 -3.02  0.01
N -0.74 0.46 -2.87  0.03
H -1.10 3.80 -2.91  0.00
H -3.51 3.13 -3.17  0.00
H -4.06 0.69 -3.23  0.00
H -2.21 -0.96 -3.07  0.00
Te 3.77 1.49 -2.49  0.01
Te 3.95 -1.19 -2.23  0.03
Te 2.39 -1.84 -4.42  -0.06
Te 0.59 -3.55 -3.32  -0.01
N 0.47 -1.17 -0.67  0.02
S 0.82 -0.06 0.47  0.00
C -0.72 0.36 1.32  0.00
C -0.65 1.16 2.45  0.00
C -1.84 1.52 3.08  0.00
C -3.06 1.09 2.57  0.00
C -3.10 0.31 1.43  0.00
C -1.92 -0.06 0.79  0.00
C 1.65 -0.99 1.76  0.00
C 3.02 -0.79 1.92  0.00
C 3.70 -1.58 2.84  0.00
C 3.01 -2.53 3.58  0.00
C 1.64 -2.71 3.41  0.00
C 0.95 -1.93 2.49  0.00
H 0.20 -2.05 -0.25  0.00
H 0.30 1.48 2.85  0.00
H -1.80 2.14 3.97  0.00
H -3.97 1.38 3.06  0.00
H -4.05 -0.02 1.03  0.00
H -1.94 -0.68 -0.10  0.00
H 3.53 -0.04 1.34  0.00
H 4.76 -1.43 2.99  0.00
H 3.55 -3.14 4.30  0.00
H 1.11 -3.44 3.99  0.00
H -0.12 -2.06 2.36  0.00

Summary:
spin multiplicity: 4
HOMO energy (spin up / spin down): -10.32 / -10.07 eV
LUMO level (spin up / spin down): -0.151 / -0.149 Eh
charge: +1
<S²>: 3.8750
energy relative to the best compared isomer or geometry (same formula, charge and spin): 2.1 kcal/mol

(4)
ORCA calculation (the ωB97M-V functional and the def2-TZVPD basis) on C18H15MnN7O2S as an isolated structure in a non-equilibrium geometry.

Each line ends with the Löwdin spin population.
Positions of all 44 atoms, in Å:
Mn -0.18 -0.70 0.29  3.79
N 1.38 2.21 -2.85  0.00
C 1.10 1.03 -2.30  0.01
N 0.28 0.86 -1.30  0.03
C -0.39 1.98 -0.80  -0.01
N -1.35 1.80 0.06  -0.02
N -1.57 0.56 0.44  -0.06
C -2.69 0.24 1.05  0.06
C -2.85 -1.15 1.34  0.00
C -3.98 -1.67 1.99  0.02
C -4.06 -3.04 2.20  0.01
C -3.00 -3.84 1.78  0.01
C -1.92 -3.25 1.14  0.02
N -1.83 -1.95 0.91  0.03
C -0.03 3.30 -1.25  0.00
C -0.53 4.47 -0.68  0.00
C -0.11 5.70 -1.16  0.00
C 0.80 5.78 -2.22  0.00
C 1.30 4.63 -2.81  0.00
C 0.89 3.39 -2.33  0.00
H 1.98 2.27 -3.67  0.00
H 1.59 0.16 -2.73  0.00
H -3.45 0.98 1.26  0.00
H -4.76 -1.01 2.31  0.00
H -4.92 -3.47 2.68  0.00
H -3.03 -4.91 1.91  0.00
H -1.10 -3.87 0.78  0.01
H -1.22 4.40 0.14  0.00
H -0.48 6.61 -0.71  0.00
H 1.12 6.75 -2.57  0.00
H 2.01 4.69 -3.61  0.00
O 0.77 0.10 1.67  0.08
O 1.72 -0.75 2.23  0.01
S 0.51 -3.53 -1.59  0.75
C 1.60 -3.06 -0.36  0.07
N 2.62 -3.89 -0.02  0.07
C 3.33 -3.68 1.15  0.00
C 3.23 -2.52 1.80  0.07
C 2.39 -1.42 1.21  0.01
N 1.38 -1.92 0.25  0.04
H 2.73 -4.77 -0.52  0.00
H 3.94 -4.50 1.50  0.00
H 3.72 -2.31 2.73  0.00
H 3.04 -0.70 0.65  0.00

Summary:
spin multiplicity: 6
HOMO energy (spin up / spin down): -14.14 / -14.16 eV
LUMO level (spin up / spin down): -0.271 / -0.349 Eh
charge: +2
<S²>: 8.8420
energy relative to the best compared isomer or geometry (same formula, charge and spin): 22.0 kcal/mol

- Look up the charge of the first one.
  +1

- Number 1 is which compound?
  C18H15F7N

- charge of number 2 (C18H15FN2O3S2)?
  0

What did the fourth record say?
ORCA calculation (the ωB97M-V functional and the def2-TZVPD basis) on C18H15MnN7O2S as an isolated structure in a non-equilibrium geometry.

Each line ends with the Löwdin spin population.
Positions of all 44 atoms, in Å:
Mn -0.18 -0.70 0.29  3.79
N 1.38 2.21 -2.85  0.00
C 1.10 1.03 -2.30  0.01
N 0.28 0.86 -1.30  0.03
C -0.39 1.98 -0.80  -0.01
N -1.35 1.80 0.06  -0.02
N -1.57 0.56 0.44  -0.06
C -2.69 0.24 1.05  0.06
C -2.85 -1.15 1.34  0.00
C -3.98 -1.67 1.99  0.02
C -4.06 -3.04 2.20  0.01
C -3.00 -3.84 1.78  0.01
C -1.92 -3.25 1.14  0.02
N -1.83 -1.95 0.91  0.03
C -0.03 3.30 -1.25  0.00
C -0.53 4.47 -0.68  0.00
C -0.11 5.70 -1.16  0.00
C 0.80 5.78 -2.22  0.00
C 1.30 4.63 -2.81  0.00
C 0.89 3.39 -2.33  0.00
H 1.98 2.27 -3.67  0.00
H 1.59 0.16 -2.73  0.00
H -3.45 0.98 1.26  0.00
H -4.76 -1.01 2.31  0.00
H -4.92 -3.47 2.68  0.00
H -3.03 -4.91 1.91  0.00
H -1.10 -3.87 0.78  0.01
H -1.22 4.40 0.14  0.00
H -0.48 6.61 -0.71  0.00
H 1.12 6.75 -2.57  0.00
H 2.01 4.69 -3.61  0.00
O 0.77 0.10 1.67  0.08
O 1.72 -0.75 2.23  0.01
S 0.51 -3.53 -1.59  0.75
C 1.60 -3.06 -0.36  0.07
N 2.62 -3.89 -0.02  0.07
C 3.33 -3.68 1.15  0.00
C 3.23 -2.52 1.80  0.07
C 2.39 -1.42 1.21  0.01
N 1.38 -1.92 0.25  0.04
H 2.73 -4.77 -0.52  0.00
H 3.94 -4.50 1.50  0.00
H 3.72 -2.31 2.73  0.00
H 3.04 -0.70 0.65  0.00

Summary:
spin multiplicity: 6
HOMO energy (spin up / spin down): -14.14 / -14.16 eV
LUMO level (spin up / spin down): -0.271 / -0.349 Eh
charge: +2
<S²>: 8.8420
energy relative to the best compared isomer or geometry (same formula, charge and spin): 22.0 kcal/mol